[1]
A molecular structure, C8H18O at a distorted geometry. Source: the Open Molecules 2025 dataset; level of theory: ωB97M-V/def2-TZVPD.

```
! wB97M-V def2-TZVPD RIJCOSX def2/J DEFGRID3
* xyz 0 1
C 3.63 1.06 1.04
C 2.39 0.73 0.07
C 1.01 1.07 0.56
C -0.06 0.88 -0.29
C -0.23 -0.45 -0.59
C -1.36 -0.90 -1.45
C -2.60 -0.80 -0.62
C -2.86 -1.40 0.49
O -2.35 -0.75 1.64
H -1.51 -0.58 1.55
H -2.22 -2.48 0.19
H -3.81 -1.62 0.64
H -3.63 -0.86 -1.26
H -2.86 0.32 -0.58
H -1.42 -1.78 -1.88
H -1.34 -0.32 -2.38
H 0.68 -0.89 -1.25
H -0.01 -1.31 0.17
H -1.03 1.22 0.05
H 0.22 1.41 -1.24
H 1.01 0.59 1.56
H 1.32 2.05 0.90
H 2.63 -0.33 -0.26
H 2.78 1.20 -0.89
H 3.56 2.45 1.08
H 4.54 0.89 0.58
H 3.51 0.61 2.16
*
```

Energy above the lowest of the compared OMol25 structures with the same formula, charge and spin = 164.8 kcal/mol
E = -390.5930 Ha
Frontier orbital gap = 10.78 eV

[2]
C5H10O in the gas phase. Source: the Open Molecules 2025 dataset; level of theory: ωB97M-V/def2-TZVPD.

```
! wB97M-V def2-TZVPD RIJCOSX def2/J DEFGRID3
* xyz 0 1
C -0.56 1.78 0.12
C 1.28 -0.28 -0.80
C 1.27 -0.77 0.63
C 0.22 -1.22 -0.34
C -1.16 -0.55 -0.24
O -1.17 0.80 -0.71
H 0.05 2.45 -0.50
H -1.33 2.37 0.63
H 0.13 1.38 0.88
H 2.11 -0.58 -1.41
H 2.06 -1.48 0.87
H 0.96 -0.18 1.49
H 0.23 -2.26 -0.67
H -1.86 -1.08 -0.89
H -1.55 -0.59 0.78
H 0.82 0.64 -1.12
*
```

Energy above the lowest of the compared OMol25 structures with the same formula, charge and spin = 49.4 kcal/mol
E = -271.6739 Ha
Structure (SMILES) = COCC1CC1
Frontier orbital gap = 10.98 eV

[3]
A molecular structure, C13H31Cl3GaMgO4P at a distorted geometry. Source: the Open Molecules 2025 dataset; level of theory: ωB97M-V/def2-TZVPD.

```
! wB97M-V def2-TZVPD RIJCOSX def2/J DEFGRID3
* xyz 0 1
C 1.17 -3.06 3.39
C 2.00 -1.74 3.46
P 1.09 -0.25 2.91
C -0.40 0.03 3.93
C -1.74 -0.29 3.23
Ga 0.68 -0.24 0.57
C 2.24 0.77 -0.29
C 1.80 1.46 -1.56
C 0.65 2.41 -1.32
O 0.74 3.14 -0.12
C 0.85 -2.22 0.02
C 1.09 -2.32 -1.43
O 0.73 -1.61 -2.24
Cl 2.06 -3.77 -1.96
H 1.72 -3.77 2.78
H 0.21 -2.88 2.91
H 1.04 -3.46 4.38
H 2.41 -1.61 4.45
H 2.83 -1.83 2.77
H -0.45 1.06 4.27
H -0.33 -0.56 4.83
H -2.52 0.04 3.92
H -1.90 -1.34 3.05
H -1.90 0.29 2.34
H -0.74 0.39 0.19
H 3.12 0.16 -0.42
H 2.49 1.55 0.42
H 1.50 0.78 -2.36
H 2.64 2.02 -1.96
H -0.26 1.78 -1.29
H 0.60 3.14 -2.12
H 0.42 2.59 0.61
H 1.66 -2.72 0.53
H -0.07 -2.76 0.22
Mg -1.86 2.41 -1.77
C 1.75 2.75 -5.47
Cl 3.03 1.72 -4.83
Cl 0.17 2.37 -4.74
H 1.99 3.78 -5.26
H 1.68 2.59 -6.54
C -2.67 6.75 -4.21
O -2.85 6.09 -5.46
H -3.32 7.61 -4.19
H -2.93 6.08 -3.39
H -1.63 7.08 -4.10
H -2.26 5.32 -5.48
C -1.85 -5.48 1.65
C -2.29 -4.43 2.71
O -1.76 -3.24 2.39
H -0.76 -5.58 1.63
H -2.27 -6.46 1.90
H -2.19 -5.20 0.65
H -2.00 -4.86 3.69
H -3.40 -4.49 2.73
*
```

E = -4661.3460 Ha
Frontier orbital gap = 2.07 eV

[4]
2 unconnected molecules or ions with the total composition C4H5F2N at a distorted geometry. Source: the Open Molecules 2025 dataset; level of theory: ωB97M-V/def2-TZVPD.

```
! wB97M-V def2-TZVPD RIJCOSX def2/J DEFGRID3
* xyz 0 1
C -1.54 1.36 -0.50
C 0.03 -0.49 -0.34
C 0.76 -1.28 -2.45
C 0.88 -1.11 0.63
N -0.74 0.44 -0.41
F 1.85 -0.65 -2.72
F -0.12 -0.90 -3.46
H -2.62 1.23 -0.59
H -0.98 2.35 -0.34
H 1.85 -0.75 0.36
H 0.98 -2.18 0.41
H 0.55 -0.99 1.78
*
```

Energy above the lowest of the compared OMol25 structures with the same formula, charge and spin = 114.7 kcal/mol
E = -409.7001 Ha
Frontier orbital gap = 8.13 eV

[5]
A molecular structure, C6H22AgO8 at a distorted geometry. Source: the Open Molecules 2025 dataset; level of theory: ωB97M-V/def2-TZVPD.

```
! wB97M-V def2-TZVPD RIJCOSX def2/J DEFGRID3
* xyz 1 1
Ag 3.13 0.29 4.43
O 1.92 -0.51 6.43
H 2.65 -0.77 7.03
H 1.12 -0.44 6.93
O 3.21 -2.00 4.30
H 3.23 -2.17 3.37
H 2.33 -2.33 4.59
C 0.44 1.87 4.26
C -0.04 2.99 5.20
O -1.29 2.87 5.67
O 1.79 2.21 4.06
H -0.03 1.82 3.35
H 0.29 0.97 4.92
H 0.19 3.99 4.69
H 0.60 3.18 6.02
H -1.29 3.10 6.64
H 1.80 3.15 4.09
C 3.11 2.98 6.97
C 4.32 2.21 6.79
O 4.31 1.88 5.46
O 3.03 3.68 8.14
H 2.26 2.33 6.95
H 2.91 3.62 6.20
H 4.49 1.29 7.37
H 5.19 2.90 7.03
H 5.29 2.01 5.24
H 2.75 3.04 8.81
C 5.29 0.30 1.93
C 3.96 0.95 1.66
O 2.95 0.08 1.99
O 5.40 0.13 3.32
H 6.09 0.91 1.58
H 5.33 -0.65 1.47
H 3.89 1.24 0.63
H 3.92 1.79 2.29
H 2.19 0.36 1.44
H 6.07 -0.52 3.60
*
```

Energy above the lowest of the compared OMol25 structures with the same formula, charge and spin = 10.2 kcal/mol
E = -990.3581 Ha
Frontier orbital gap = 9.90 eV

[6]
A molecular structure, C29H38CrGeNO7S2 at a distorted geometry. Source: the Open Molecules 2025 dataset; level of theory: ωB97M-V/def2-TZVPD.

```
! wB97M-V def2-TZVPD RIJCOSX def2/J DEFGRID3
* xyz 0 6
Cr 0.41 -0.10 -0.43
C -1.84 3.78 -0.18
C -1.13 2.90 0.86
C -1.71 3.14 2.26
C 0.38 3.21 0.86
O -1.27 1.55 0.49
Ge -2.08 0.08 1.23
O -1.78 -0.70 -0.52
C -2.70 -1.42 -1.30
C -2.35 -2.91 -1.26
C -2.62 -0.91 -2.74
C -4.11 -1.21 -0.76
O -0.15 -0.64 1.48
C 0.40 -1.47 2.47
C 1.28 -0.62 3.40
C -0.74 -2.12 3.27
C 1.25 -2.56 1.80
H -1.63 4.83 0.01
H -1.47 3.50 -1.16
H -2.91 3.61 -0.14
H -1.54 4.16 2.58
H -2.79 2.95 2.25
H -1.25 2.45 2.97
H 0.56 4.24 1.14
H 0.88 2.54 1.56
H 0.77 3.02 -0.14
H -1.33 -3.04 -1.61
H -2.43 -3.29 -0.24
H -3.03 -3.47 -1.90
H -1.68 -1.22 -3.19
H -3.45 -1.30 -3.33
H -2.66 0.18 -2.75
H -4.17 -1.58 0.27
H -4.35 -0.15 -0.76
H -4.84 -1.75 -1.36
H 0.67 0.12 3.91
H 1.78 -1.25 4.14
H 2.03 -0.11 2.80
H -1.34 -1.35 3.74
H -1.37 -2.69 2.59
H -0.34 -2.78 4.04
H 2.12 -2.10 1.33
H 1.58 -3.29 2.53
H 0.66 -3.06 1.03
O -0.32 2.41 -2.72
C 0.10 1.32 -3.09
N 0.69 0.41 -2.30
S 1.15 -0.94 -3.09
O 2.57 -1.06 -3.21
O 0.48 -2.05 -2.45
C 0.47 -0.46 -4.68
C 0.48 -1.06 -5.92
C -0.07 -0.36 -6.99
C -0.58 0.92 -6.81
C -0.55 1.54 -5.57
C -0.01 0.83 -4.50
H 0.90 -2.04 -6.05
H -0.10 -0.81 -7.97
H -1.01 1.45 -7.65
H -0.92 2.54 -5.41
C 8.94 2.18 -3.92
C 9.24 1.86 -2.49
O 9.44 2.60 -1.58
S 9.20 0.01 -2.24
C 7.58 -0.07 -1.56
C 6.67 -0.97 -2.12
C 5.37 -0.97 -1.71
C 4.93 -0.06 -0.71
C 5.88 0.78 -0.09
C 7.19 0.79 -0.52
C 3.57 -0.01 -0.42
C 2.35 0.00 -0.26
H 9.05 3.24 -4.10
H 7.92 1.87 -4.14
H 9.61 1.61 -4.57
H 7.01 -1.64 -2.90
H 4.63 -1.60 -2.19
H 5.58 1.43 0.71
H 7.91 1.45 -0.07
*
```

Energy above the lowest of the compared OMol25 structures with the same formula, charge and spin = 15.4 kcal/mol
E = -5627.0253 Ha
Frontier orbital gap (alpha / beta) = 7.24 / 4.36 eV

[7]
A molecular structure, C9H9FO5Tb. Source: the Open Molecules 2025 dataset; level of theory: ωB97M-V/def2-TZVPD.

```
! wB97M-V def2-TZVPD RIJCOSX def2/J DEFGRID3
* xyz 3 7
C -0.63 0.12 4.52
C -1.57 0.07 3.37
O -2.80 0.06 3.66
O -1.29 0.11 2.12
C -0.03 -0.44 1.58
C -0.34 -0.99 0.19
C 0.88 -0.89 -0.76
C 0.76 -0.02 -1.97
C -0.24 0.43 -2.73
F -1.53 0.25 -2.62
C 0.30 1.24 -3.84
O -0.38 1.73 -4.78
O 1.57 1.37 -3.76
C 2.01 0.47 -2.63
O 3.14 0.26 -2.47
H -0.92 -0.60 5.29
H 0.39 -0.07 4.19
H -0.71 1.12 4.96
H 0.31 -1.23 2.24
H 0.70 0.37 1.57
H -1.24 -0.52 -0.20
H -0.57 -2.04 0.30
H 1.17 -1.88 -1.11
H 1.76 -0.53 -0.21
Tb -0.74 1.61 -6.90
*
```

E = -1647.7039 Ha
Frontier orbital gap (alpha / beta) = 8.85 / 7.28 eV

[8]
13 unconnected molecules or ions with the total composition C19H64N6O13 at a distorted geometry. Source: the Open Molecules 2025 dataset; level of theory: ωB97M-V/def2-TZVPD.

```
! wB97M-V def2-TZVPD RIJCOSX def2/J DEFGRID3
* xyz 0 1
C -2.91 -3.10 0.95
C -2.14 -3.15 2.24
O -1.92 -1.91 2.81
H -2.32 -2.44 0.26
H -3.90 -2.61 1.11
H -3.05 -4.03 0.50
H -1.18 -3.64 2.23
H -2.67 -3.71 3.05
H -1.27 -2.00 3.57
C -1.02 -1.16 -3.05
C -0.70 -1.78 -4.35
O 0.62 -2.33 -4.19
H -0.50 -0.19 -2.91
H -0.83 -1.86 -2.24
H -2.00 -0.86 -2.97
H -0.60 -1.08 -5.12
H -1.51 -2.49 -4.68
H 0.75 -2.91 -5.01
C 0.15 2.37 -4.99
C 1.38 2.72 -4.19
O 1.67 4.06 -4.46
H -0.06 1.30 -4.87
H 0.15 2.47 -6.09
H -0.68 2.90 -4.60
H 2.20 1.98 -4.36
H 1.12 2.55 -3.16
H 1.02 4.63 -4.12
C -3.69 5.49 1.63
C -3.01 4.48 0.80
O -3.21 3.15 1.21
H -3.27 5.61 2.62
H -4.79 5.34 1.63
H -3.42 6.45 1.15
H -1.93 4.69 0.73
H -3.47 4.52 -0.21
H -2.69 2.59 0.64
C 3.28 3.14 0.34
C 3.48 2.01 -0.66
O 3.30 0.80 0.08
H 3.36 4.17 -0.05
H 3.89 2.94 1.20
H 2.26 3.14 0.74
H 4.51 2.05 -1.01
H 2.84 1.98 -1.50
H 2.33 0.78 0.05
C 1.51 -0.79 3.32
C 1.45 -2.25 3.22
O 0.42 -2.66 4.07
H 2.11 -0.34 2.50
H 1.96 -0.39 4.25
H 0.49 -0.34 3.16
H 2.39 -2.66 3.52
H 1.33 -2.58 2.15
H 0.63 -3.59 4.25
C -0.05 -0.40 0.29
O 0.05 -1.77 0.08
N 0.72 0.41 -0.36
N -0.93 0.07 1.07
H 1.24 -0.10 -1.11
H 0.49 1.43 -0.54
H -1.47 -0.63 1.64
H -0.64 0.90 1.54
C 0.56 -5.31 0.55
O 1.47 -4.86 1.49
N -0.14 -4.49 -0.17
N 0.49 -6.55 0.15
H -0.05 -3.46 -0.03
H -1.02 -4.85 -0.59
H 1.18 -7.20 0.61
H -0.31 -6.82 -0.43
C -1.18 2.70 -1.16
O -1.55 3.38 -2.26
N -1.91 1.74 -0.70
N -0.12 2.95 -0.46
H -2.91 1.50 -1.07
H -1.47 0.98 -0.08
H 0.38 3.72 -0.89
H 0.01 2.81 0.53
C 3.22 -2.61 0.37
O 4.08 -3.72 0.62
H 3.08 -2.02 1.26
H 2.22 -2.92 -0.04
H 3.78 -1.92 -0.30
H 3.91 -4.49 0.06
C 3.27 -0.50 -3.14
O 1.90 -0.44 -2.67
H 3.37 0.18 -3.97
H 3.43 -1.54 -3.61
H 4.07 -0.35 -2.39
H 1.38 -1.00 -3.21
C -4.95 -0.22 3.28
O -3.61 0.34 3.27
H -5.71 0.59 3.14
H -5.03 -0.55 4.38
H -5.11 -0.99 2.52
H -2.94 -0.35 3.31
C 1.18 2.34 3.03
O 0.06 2.46 2.22
H 2.07 1.99 2.64
H 1.02 1.83 3.97
H 1.34 3.38 3.33
H -0.68 2.94 2.63
*
```

Energy above the lowest of the compared OMol25 structures with the same formula, charge and spin = 30.8 kcal/mol
E = -2068.7704 Ha
Frontier orbital gap = 9.17 eV

[9]
2 unconnected molecules or ions with the total composition C15H16F3NO3 at a distorted geometry. Source: the Open Molecules 2025 dataset; level of theory: ωB97M-V/def2-TZVPD.

```
! wB97M-V def2-TZVPD RIJCOSX def2/J DEFGRID3
* xyz 0 1
C 3.10 -2.65 0.90
C 3.65 -1.38 0.22
C 3.63 -0.12 1.09
N 2.33 0.54 1.21
C 1.34 0.01 2.10
O 1.29 0.15 3.27
C 0.31 -0.62 1.18
C -0.64 -1.59 1.42
C -1.42 -2.00 0.33
C -1.24 -1.44 -0.92
C -2.06 -1.89 -2.11
F -2.83 -2.95 -1.81
F -1.26 -2.28 -3.12
F -2.84 -0.92 -2.58
C -0.28 -0.45 -1.15
C 0.49 -0.07 -0.07
C 1.62 0.92 0.03
O 1.86 1.88 -0.63
H 3.15 -2.58 1.98
H 2.08 -2.83 0.58
H 3.66 -3.51 0.54
H 4.69 -1.55 -0.05
H 3.13 -1.22 -0.72
H 4.31 0.60 0.64
H 4.04 -0.36 2.06
H -0.76 -2.01 2.41
H -2.15 -2.77 0.47
H -0.11 -0.01 -2.12
C -3.66 2.61 -1.45
C -2.72 2.57 -0.27
O -2.34 1.52 0.20
C -2.27 3.89 0.29
H -3.90 1.60 -1.76
H -4.58 3.13 -1.18
H -3.19 3.13 -2.29
H -3.13 4.46 0.64
H -1.74 4.46 -0.47
H -1.59 3.72 1.13
*
```

Energy above the lowest of the compared OMol25 structures with the same formula, charge and spin = 21.8 kcal/mol
E = -1161.2831 Ha
Structure (SMILES) = CCCN1C(=O)c2ccc(C(F)(F)F)cc2C1=O.CC(C)=O
Frontier orbital gap = 9.45 eV

[10]
A molecular structure, C31H32Cl2MnO2P2S2Si at a distorted geometry. Source: the Open Molecules 2025 dataset; level of theory: ωB97M-V/def2-TZVPD.

```
! wB97M-V def2-TZVPD RIJCOSX def2/J DEFGRID3
* xyz -1 5
Mn 1.86 0.51 0.91
S 2.64 -0.57 -1.47
P 0.67 -0.29 -1.44
C 0.17 -0.31 0.25
P -1.24 -1.25 0.78
S -1.01 -2.30 2.41
C -2.58 -0.05 1.12
C -3.91 -0.45 1.26
C -4.86 0.47 1.66
C -4.50 1.77 1.94
C -3.17 2.17 1.84
C -2.22 1.25 1.44
C -1.90 -2.40 -0.48
C -1.24 -3.62 -0.56
C -1.72 -4.62 -1.37
C -2.88 -4.42 -2.10
C -3.54 -3.20 -2.04
C -3.04 -2.18 -1.24
C 0.39 1.34 -2.23
C -0.03 2.45 -1.51
C -0.19 3.66 -2.15
C 0.06 3.77 -3.51
C 0.50 2.67 -4.23
C 0.68 1.46 -3.59
C -0.14 -1.34 -2.70
C 0.42 -2.55 -3.05
C -0.17 -3.32 -4.04
C -1.32 -2.87 -4.67
C -1.88 -1.66 -4.31
C -1.31 -0.90 -3.31
H -4.17 -1.48 1.07
H -5.90 0.15 1.76
H -5.25 2.48 2.27
H -2.88 3.18 2.08
H -1.16 1.53 1.39
H -0.35 -3.76 0.04
H -1.20 -5.57 -1.43
H -3.28 -5.21 -2.72
H -4.44 -3.04 -2.61
H -3.54 -1.22 -1.22
H -0.23 2.35 -0.45
H -0.52 4.52 -1.59
H -0.09 4.72 -4.02
H 0.70 2.76 -5.29
H 1.06 0.60 -4.12
H 1.32 -2.88 -2.55
H 0.27 -4.26 -4.32
H -1.78 -3.47 -5.44
H -2.78 -1.31 -4.80
H -1.75 0.04 -3.01
Cl 5.27 3.81 0.71
C 4.52 2.63 -0.39
Cl 5.71 1.46 -0.95
C 3.41 1.99 0.46
O 2.30 2.56 0.40
O 3.70 1.05 1.21
H 4.13 3.18 -1.24
C 1.83 0.23 5.95
Si 2.58 0.63 4.23
C 4.26 -0.29 4.17
C 2.86 2.52 4.15
C 1.41 0.01 2.87
H 2.59 0.31 6.73
H 1.44 -0.79 5.98
H 1.02 0.90 6.21
H 4.91 0.04 4.98
H 4.77 -0.10 3.23
H 4.12 -1.36 4.26
H 3.38 2.88 5.03
H 1.92 3.06 4.08
H 3.45 2.79 3.28
H 0.37 0.25 3.15
H 1.48 -1.09 2.86
*
```

E = -5191.0843 Ha
Frontier orbital gap (alpha / beta) = 6.66 / 7.24 eV

[11]
C5H7NO2 in the gas phase at a distorted geometry. Source: the Open Molecules 2025 dataset; level of theory: ωB97M-V/def2-TZVPD.

```
! wB97M-V def2-TZVPD RIJCOSX def2/J DEFGRID3
* xyz 0 1
C 1.23 0.33 1.55
C -0.50 1.38 0.03
C 0.98 0.59 0.09
N -0.67 -1.80 -0.47
C -1.13 0.57 -0.96
C -0.92 -0.74 -1.29
O -0.73 2.47 0.48
O 1.82 0.61 -0.76
H -0.34 -1.67 0.48
H -0.65 -2.73 -0.88
H -1.61 1.19 -1.72
H -1.35 -1.04 -2.25
H 2.21 -0.12 1.70
H 1.19 1.29 2.07
H 0.46 -0.33 1.94
*
```

Energy above the lowest of the compared OMol25 structures with the same formula, charge and spin = 49.2 kcal/mol
E = -399.8871 Ha
Structure (SMILES) = CC(=O)C(=O)/C=C\N
Frontier orbital gap = 8.75 eV

[12]
C6H7N3O in the gas phase at a distorted geometry. Source: the Open Molecules 2025 dataset; level of theory: ωB97M-V/def2-TZVPD.

```
! wB97M-V def2-TZVPD RIJCOSX def2/J DEFGRID3
* xyz 0 1
C 1.97 0.80 0.05
C 2.27 -0.52 0.10
C 0.66 1.24 -0.04
C 1.19 -1.43 -0.09
C -0.46 0.35 -0.04
C -0.16 -1.04 -0.01
N -1.73 1.11 0.05
N -3.01 0.67 0.01
N -3.10 -0.60 0.02
O -0.93 -2.13 0.02
H 2.80 1.48 -0.12
H 3.35 -0.60 0.00
H 0.46 2.31 -0.22
H 1.29 -2.44 -0.18
H -1.82 2.07 0.02
H -1.82 -1.89 0.31
H -4.10 -0.80 -0.09
*
```

Energy above the lowest of the compared OMol25 structures with the same formula, charge and spin = 57.6 kcal/mol
E = -472.2500 Ha
Structure (SMILES) = [H]/N=N/Nc1ccccc1O
Frontier orbital gap = 8.85 eV